[1]
84
Properties=species:S:1:pos:R:3:lowdin_charge:R:1 method="wB97M-V/def2-TZVPD" e_homo_ev="-8.735 / -8.650" total_energy_ha=-2321.04593 lumo_ev="-2.70 / -2.76" homo_lumo_gap_ev="6.032 / 5.888" spin_multiplicity=2 fmax_ev_per_a=0.9 total_charge=+1
Ir -0.18 0.17 0.36 0.90
O 1.50 1.12 -0.41 -0.37
N 1.22 2.44 -0.59 -0.22
C 2.13 3.35 -0.23 -0.02
C 2.01 4.64 -0.66 -0.04
C 0.94 4.97 -1.50 -0.05
C 0.01 4.02 -1.84 -0.06
C 0.12 2.71 -1.34 -0.65
S -1.00 1.43 -1.47 0.62
H 2.92 2.98 0.41 0.14
H 2.74 5.38 -0.35 0.11
H 0.84 5.98 -1.88 0.12
H -0.85 4.25 -2.46 0.11
N -0.86 -0.90 1.80 -0.41
P -0.84 -0.65 3.34 0.54
N 0.72 -0.67 3.95 -0.21
C 0.91 -0.85 5.38 -0.20
C 1.33 -2.28 5.69 -0.18
C 2.60 -2.63 4.92 -0.20
C 2.41 -2.38 3.43 -0.19
C 1.92 -0.96 3.18 -0.23
N -1.74 -1.85 4.06 -0.19
C -2.29 -1.80 5.41 -0.23
C -3.74 -2.28 5.43 -0.16
C -3.89 -3.66 4.75 -0.18
C -2.56 -4.17 4.23 -0.19
C -1.88 -3.13 3.35 -0.23
N -1.49 0.72 4.02 -0.20
C -0.72 1.97 4.07 -0.20
C -0.81 2.75 2.76 -0.18
C -2.27 2.86 2.27 -0.19
C -3.24 2.36 3.33 -0.18
C -2.94 0.93 3.76 -0.20
H -0.01 -0.59 5.91 0.10
H 1.68 -0.15 5.72 0.13
H 0.52 -2.96 5.39 0.10
H 1.49 -2.41 6.77 0.12
H 2.90 -3.67 5.11 0.11
H 3.43 -2.00 5.28 0.12
H 1.67 -3.08 3.03 0.09
H 3.35 -2.54 2.89 0.11
H 1.71 -0.78 2.12 0.05
H 2.70 -0.24 3.48 0.13
H -2.23 -0.78 5.77 0.10
H -1.69 -2.41 6.10 0.11
H -4.35 -1.54 4.91 0.10
H -4.09 -2.31 6.46 0.11
H -4.59 -3.59 3.92 0.11
H -4.32 -4.38 5.45 0.11
H -2.70 -5.08 3.64 0.11
H -1.90 -4.44 5.06 0.11
H -2.45 -2.98 2.43 0.10
H -0.89 -3.50 3.05 0.09
H 0.32 1.72 4.29 0.10
H -1.08 2.57 4.90 0.12
H -0.21 2.21 2.01 0.05
H -0.34 3.73 2.89 0.11
H -2.39 2.29 1.35 0.08
H -2.50 3.90 2.03 0.11
H -4.27 2.38 2.95 0.12
H -3.23 3.03 4.20 0.11
H -3.26 0.25 2.97 0.11
H -3.52 0.69 4.66 0.10
C 0.48 -4.29 -0.82 -0.04
C 0.06 -3.00 -0.09 -0.16
N 0.37 -1.83 -0.91 -0.26
C 1.81 -1.76 -1.16 -0.14
C 2.28 -3.02 -1.93 -0.05
N 1.07 -3.89 -2.15 -0.09
C 0.05 -3.15 -2.97 -0.05
C -0.36 -1.88 -2.17 -0.16
H -0.36 -4.95 -1.04 0.14
H 1.24 -4.85 -0.29 0.13
H 0.56 -2.89 0.87 0.09
H -1.01 -2.99 0.13 0.11
H 2.33 -1.68 -0.21 0.12
H 2.02 -0.85 -1.72 0.12
H 3.00 -3.62 -1.37 0.14
H 2.70 -2.80 -2.91 0.14
H 1.35 -4.72 -2.65 0.19
H -0.78 -3.83 -3.13 0.14
H 0.51 -2.92 -3.93 0.14
H -1.42 -1.89 -1.95 0.13
H -0.14 -0.98 -2.73 0.09

=====

[2]
76
Properties=species:S:1:pos:R:3:lowdin_charge:R:1 method="wB97M-V/def2-TZVPD" e_homo_ev="-4.626 / -4.846" total_energy_ha=-4591.02375 lumo_ev="0.45 / 0.45" homo_lumo_gap_ev="5.076 / 5.296" spin_multiplicity=4 fmax_ev_per_a=2.9 total_charge=-1
Cr -0.22 0.11 0.76 0.84
Cl -6.12 -2.64 -1.32 0.64
C -4.61 -2.41 -0.52 -0.70
C -3.91 -1.23 -0.72 -0.03
C -2.70 -1.02 -0.07 -0.20
N -1.90 0.10 -0.19 -0.01
C -2.22 1.10 -1.03 -0.45
O -3.23 1.26 -1.72 0.05
C -1.12 2.11 -1.06 -0.16
C -1.17 3.19 -1.93 0.02
C -0.15 4.12 -1.90 -0.04
C 0.84 3.96 -0.95 -0.03
C 0.81 2.87 -0.11 -0.10
N -0.12 1.92 -0.19 0.04
C -2.18 -2.01 0.81 -0.19
C -2.90 -3.19 0.98 -0.03
C -4.10 -3.39 0.32 -0.70
Cl -4.96 -4.87 0.57 0.64
N -0.98 -1.67 1.42 0.03
C -0.51 -2.45 2.42 -0.45
O -0.99 -3.48 2.89 0.03
C 0.79 -1.96 2.98 -0.19
C 1.62 -2.87 3.63 0.00
C 2.82 -2.43 4.14 -0.06
C 3.14 -1.09 3.99 -0.06
C 2.24 -0.25 3.35 -0.12
N 1.09 -0.68 2.85 0.08
H -4.31 -0.48 -1.38 0.09
H -2.01 3.26 -2.61 0.12
H -0.14 4.95 -2.59 0.11
H 1.65 4.67 -0.86 0.11
H 1.57 2.73 0.65 0.12
H -2.53 -3.96 1.63 0.09
H 1.29 -3.90 3.71 0.11
H 3.49 -3.11 4.64 0.10
H 4.07 -0.70 4.38 0.10
H 2.46 0.80 3.21 0.12
Cl -4.98 5.12 0.15 0.63
C -3.88 3.99 0.87 -0.69
C -4.29 2.69 1.13 -0.10
C -3.40 1.80 1.68 -0.04
C -2.08 2.17 1.97 -0.31
C -1.10 1.17 2.42 -0.13
C -1.72 3.50 1.75 -0.07
C -2.60 4.40 1.20 -0.12
H -5.29 2.39 0.88 0.11
H -3.72 0.78 1.88 0.12
H -1.58 0.42 3.05 0.07
H -0.29 1.65 2.97 0.06
H -0.71 3.82 2.00 0.11
H -2.30 5.42 1.01 0.10
O 3.56 1.54 0.05 0.03
C 2.75 0.64 -0.17 -0.58
O 1.82 0.32 0.64 -0.14
C 2.88 -0.17 -1.45 -0.11
C 3.73 0.44 -2.45 0.03
C 3.64 0.16 -3.77 -0.07
C 2.61 -0.66 -4.27 0.04
C 1.64 -1.19 -3.44 -0.08
C 1.72 -1.05 -1.97 -0.25
N 0.57 -1.88 -3.99 -0.29
O -0.31 -2.35 -3.22 0.07
O 0.51 -2.03 -5.22 0.07
H 4.42 1.19 -2.08 0.12
H 4.31 0.63 -4.47 0.11
H 2.53 -0.84 -5.33 0.12
H -0.10 -1.57 -1.88 0.09
C 3.86 -2.56 -2.02 0.00
C 2.87 -1.72 -1.25 -0.36
N 2.61 -2.26 0.05 0.14
O 0.49 -0.99 -1.30 -0.01
H 4.49 -3.08 -1.31 0.08
H 4.49 -1.96 -2.68 0.07
H 3.33 -3.30 -2.62 0.09
H 3.10 -1.76 0.78 0.09
H 1.62 -2.24 0.26 0.07

=====

Repeat the first record exactly.
84
Properties=species:S:1:pos:R:3:lowdin_charge:R:1 method="wB97M-V/def2-TZVPD" e_homo_ev="-8.735 / -8.650" total_energy_ha=-2321.04593 lumo_ev="-2.70 / -2.76" homo_lumo_gap_ev="6.032 / 5.888" spin_multiplicity=2 fmax_ev_per_a=0.9 total_charge=+1
Ir -0.18 0.17 0.36 0.90
O 1.50 1.12 -0.41 -0.37
N 1.22 2.44 -0.59 -0.22
C 2.13 3.35 -0.23 -0.02
C 2.01 4.64 -0.66 -0.04
C 0.94 4.97 -1.50 -0.05
C 0.01 4.02 -1.84 -0.06
C 0.12 2.71 -1.34 -0.65
S -1.00 1.43 -1.47 0.62
H 2.92 2.98 0.41 0.14
H 2.74 5.38 -0.35 0.11
H 0.84 5.98 -1.88 0.12
H -0.85 4.25 -2.46 0.11
N -0.86 -0.90 1.80 -0.41
P -0.84 -0.65 3.34 0.54
N 0.72 -0.67 3.95 -0.21
C 0.91 -0.85 5.38 -0.20
C 1.33 -2.28 5.69 -0.18
C 2.60 -2.63 4.92 -0.20
C 2.41 -2.38 3.43 -0.19
C 1.92 -0.96 3.18 -0.23
N -1.74 -1.85 4.06 -0.19
C -2.29 -1.80 5.41 -0.23
C -3.74 -2.28 5.43 -0.16
C -3.89 -3.66 4.75 -0.18
C -2.56 -4.17 4.23 -0.19
C -1.88 -3.13 3.35 -0.23
N -1.49 0.72 4.02 -0.20
C -0.72 1.97 4.07 -0.20
C -0.81 2.75 2.76 -0.18
C -2.27 2.86 2.27 -0.19
C -3.24 2.36 3.33 -0.18
C -2.94 0.93 3.76 -0.20
H -0.01 -0.59 5.91 0.10
H 1.68 -0.15 5.72 0.13
H 0.52 -2.96 5.39 0.10
H 1.49 -2.41 6.77 0.12
H 2.90 -3.67 5.11 0.11
H 3.43 -2.00 5.28 0.12
H 1.67 -3.08 3.03 0.09
H 3.35 -2.54 2.89 0.11
H 1.71 -0.78 2.12 0.05
H 2.70 -0.24 3.48 0.13
H -2.23 -0.78 5.77 0.10
H -1.69 -2.41 6.10 0.11
H -4.35 -1.54 4.91 0.10
H -4.09 -2.31 6.46 0.11
H -4.59 -3.59 3.92 0.11
H -4.32 -4.38 5.45 0.11
H -2.70 -5.08 3.64 0.11
H -1.90 -4.44 5.06 0.11
H -2.45 -2.98 2.43 0.10
H -0.89 -3.50 3.05 0.09
H 0.32 1.72 4.29 0.10
H -1.08 2.57 4.90 0.12
H -0.21 2.21 2.01 0.05
H -0.34 3.73 2.89 0.11
H -2.39 2.29 1.35 0.08
H -2.50 3.90 2.03 0.11
H -4.27 2.38 2.95 0.12
H -3.23 3.03 4.20 0.11
H -3.26 0.25 2.97 0.11
H -3.52 0.69 4.66 0.10
C 0.48 -4.29 -0.82 -0.04
C 0.06 -3.00 -0.09 -0.16
N 0.37 -1.83 -0.91 -0.26
C 1.81 -1.76 -1.16 -0.14
C 2.28 -3.02 -1.93 -0.05
N 1.07 -3.89 -2.15 -0.09
C 0.05 -3.15 -2.97 -0.05
C -0.36 -1.88 -2.17 -0.16
H -0.36 -4.95 -1.04 0.14
H 1.24 -4.85 -0.29 0.13
H 0.56 -2.89 0.87 0.09
H -1.01 -2.99 0.13 0.11
H 2.33 -1.68 -0.21 0.12
H 2.02 -0.85 -1.72 0.12
H 3.00 -3.62 -1.37 0.14
H 2.70 -2.80 -2.91 0.14
H 1.35 -4.72 -2.65 0.19
H -0.78 -3.83 -3.13 0.14
H 0.51 -2.92 -3.93 0.14
H -1.42 -1.89 -1.95 0.13
H -0.14 -0.98 -2.73 0.09